Here is a molecular structure, C37H30Cl3FeN3OP2S2Si at a distorted geometry from the Open Molecules 2025 dataset. Energies are from the ωB97M-V functional and the def2-TZVPD basis.

Last column: Löwdin charge in e.
Geometry (Å):
1 Fe -0.773 -0.229 0.999  0.417
2 O -2.715 3.108 -0.707  0.008
3 C -2.073 2.310 -0.012  -0.506
4 N -1.935 0.999 -0.151  -0.060
5 C -2.670 0.426 -1.251  -0.164
6 C -3.372 -0.823 -0.805  -0.249
7 C -4.573 -1.244 -1.367  -0.023
8 C -5.163 -2.405 -0.906  -0.077
9 C -4.545 -3.115 0.116  -0.068
10 C -3.355 -2.625 0.622  -0.148
11 N -2.772 -1.514 0.164  0.063
12 C -1.368 2.841 1.202  -0.194
13 C -1.309 4.192 1.478  0.004
14 C -0.726 4.594 2.668  -0.059
15 C -0.256 3.631 3.549  -0.056
16 C -0.354 2.297 3.186  -0.187
17 N -0.880 1.920 2.017  0.013
18 H -3.379 1.137 -1.667  0.119
19 H -1.982 0.168 -2.052  0.079
20 H -5.021 -0.658 -2.161  0.116
21 H -6.098 -2.752 -1.331  0.101
22 H -4.985 -4.014 0.530  0.097
23 H -2.850 -3.120 1.443  0.074
24 H -1.731 4.879 0.758  0.115
25 H -0.650 5.647 2.914  0.102
26 H 0.191 3.897 4.499  0.103
27 H -0.003 1.505 3.835  0.041
28 S 3.128 -1.159 0.680  0.389
29 P 1.537 -2.412 0.171  0.488
30 C 0.208 -1.719 -0.563  -0.591
31 P 0.627 -0.949 -2.067  0.368
32 S 0.876 1.013 -2.065  0.265
33 C 2.138 -1.678 -2.833  -0.346
34 C 2.105 -2.857 -3.578  -0.089
35 C 3.266 -3.360 -4.161  -0.100
36 C 4.471 -2.689 -4.000  -0.108
37 C 4.514 -1.517 -3.252  -0.086
38 C 3.355 -1.015 -2.672  -0.147
39 C -0.636 -1.492 -3.297  -0.359
40 C -0.682 -0.880 -4.553  -0.094
41 C -1.625 -1.271 -5.493  -0.087
42 C -2.536 -2.282 -5.191  -0.102
43 C -2.495 -2.896 -3.948  -0.091
44 C -1.546 -2.500 -3.003  -0.103
45 C 1.060 -3.335 1.676  -0.340
46 C 1.983 -3.594 2.689  -0.096
47 C 1.628 -4.379 3.777  -0.080
48 C 0.353 -4.928 3.852  -0.091
49 C -0.564 -4.683 2.840  -0.091
50 C -0.213 -3.883 1.759  -0.144
51 C 2.330 -3.785 -0.750  -0.323
52 C 1.489 -4.818 -1.174  -0.088
53 C 2.003 -5.911 -1.856  -0.083
54 C 3.366 -5.979 -2.130  -0.101
55 C 4.205 -4.954 -1.720  -0.095
56 C 3.689 -3.858 -1.031  -0.110
57 H 1.168 -3.385 -3.710  0.108
58 H 3.226 -4.277 -4.741  0.104
59 H 5.374 -3.078 -4.457  0.099
60 H 5.454 -0.989 -3.122  0.102
61 H 3.372 -0.089 -2.110  0.054
62 H 0.014 -0.076 -4.769  0.093
63 H -1.656 -0.786 -6.463  0.097
64 H -3.280 -2.580 -5.923  0.094
65 H -3.209 -3.675 -3.704  0.097
66 H -1.509 -2.954 -2.017  0.084
67 H 2.973 -3.155 2.633  0.079
68 H 2.345 -4.559 4.570  0.099
69 H 0.072 -5.536 4.706  0.097
70 H -1.563 -5.102 2.902  0.100
71 H -0.915 -3.664 0.964  0.067
72 H 0.426 -4.754 -0.964  0.102
73 H 1.341 -6.707 -2.178  0.100
74 H 3.771 -6.826 -2.672  0.098
75 H 5.266 -4.998 -1.941  0.107
76 H 4.349 -3.057 -0.718  0.071
77 Cl 2.202 0.144 3.514  0.135
78 Si 1.662 0.288 1.445  -0.440
79 Cl -1.390 -1.019 2.969  0.079
80 Cl 2.526 2.138 0.954  0.149

Force components x, y, z for each atom (eV/Å):
Fe -0.49 0.13 -1.32
O 0.02 -0.26 -0.03
C 0.06 0.62 -0.06
N -0.11 -0.42 -0.04
C -0.05 -0.15 0.10
C 0.12 -0.10 0.10
C -0.03 -0.02 -0.16
C 0.00 -0.03 -0.02
C -0.04 0.00 -0.03
C 0.12 0.21 -0.02
N -0.26 0.02 0.15
C -0.07 -0.09 -0.10
C 0.01 0.21 0.07
C -0.03 0.05 -0.04
C -0.01 -0.11 -0.02
C -0.10 0.05 -0.08
N 0.45 -0.19 0.60
H -0.11 0.14 0.01
H 0.12 -0.04 -0.27
H 0.00 -0.03 0.07
H 0.00 0.01 0.01
H 0.03 0.02 -0.03
H -0.03 0.06 0.02
H 0.02 0.00 0.02
H 0.00 -0.03 -0.01
H -0.02 0.00 -0.04
H -0.04 0.04 -0.07
S 0.16 -0.03 0.08
P -0.19 -0.74 0.07
C 0.06 0.49 0.42
P -0.10 -0.05 -0.13
S -0.22 -0.13 -0.01
C 0.15 0.02 -0.17
C 0.15 0.09 -0.24
C -0.24 0.19 -0.07
C -0.04 0.14 -0.02
C -0.05 -0.07 -0.01
C -0.03 -0.04 -0.20
C -0.04 0.11 -0.08
C -0.07 -0.01 0.03
C 0.04 -0.04 0.08
C 0.08 0.06 0.03
C 0.13 0.06 0.11
C -0.03 -0.05 -0.08
C 0.20 0.09 0.12
C -0.03 0.08 0.01
C -0.06 0.00 -0.08
C 0.06 0.06 -0.04
C -0.01 0.07 -0.10
C 0.02 -0.11 -0.01
C 0.14 -0.15 -0.05
C 0.10 -0.03 0.08
C 0.04 0.11 0.03
C -0.02 0.04 0.07
C -0.09 -0.02 0.20
C 0.06 -0.20 0.28
H 0.02 0.02 -0.02
H -0.01 0.06 0.05
H -0.03 0.02 0.02
H -0.07 -0.03 -0.01
H 0.01 -0.03 -0.05
H -0.02 -0.02 0.00
H 0.01 -0.01 0.05
H 0.04 0.01 0.03
H 0.03 0.02 0.02
H -0.02 0.01 -0.04
H -0.04 0.00 0.02
H -0.01 0.02 -0.03
H 0.01 0.02 -0.05
H 0.04 0.04 -0.02
H 0.01 -0.02 0.03
H 0.02 -0.01 -0.03
H 0.02 0.03 0.01
H -0.02 0.01 0.02
H -0.06 0.03 0.00
H -0.05 -0.07 -0.05
Cl 0.01 0.02 0.02
Si 0.46 0.19 0.25
Cl -0.05 -0.32 0.55
Cl 0.00 0.00 0.08

Its expectation value of S² is 8.76. Its orbital gap (spin up / spin down) is 6.96 / 7.06 eV. As for the total energy: -165463.020 eV. As for the spin multiplicity: 6. As for the charge: -1.

=====

Here is a molecular structure, C12H10BrN3OPd from the Open Molecules 2025 dataset. Energies are from the ωB97M-V functional and the def2-TZVPD basis.

Last column: natural (NBO) charge in e.
Geometry (Å):
1 Pd -0.060 0.307 -0.884  0.784
2 O -1.408 -0.558 2.807  -0.643
3 C -1.222 -0.242 1.639  0.606
4 N -0.059 -0.016 1.028  -0.609
5 C 1.214 -0.232 1.668  -0.267
6 C 2.311 -0.078 0.640  0.244
7 C 3.647 -0.168 0.993  -0.244
8 C 4.620 -0.058 0.016  -0.136
9 C 4.236 0.142 -1.302  -0.259
10 C 2.890 0.239 -1.594  0.071
11 N 1.952 0.133 -0.648  -0.443
12 C -2.382 -0.085 0.665  0.141
13 C -3.685 -0.225 1.087  -0.214
14 C -4.705 -0.095 0.154  -0.144
15 C -4.382 0.163 -1.168  -0.247
16 C -3.049 0.292 -1.525  0.066
17 N -2.076 0.172 -0.626  -0.423
18 H 1.278 -1.241 2.092  0.223
19 H 1.380 0.464 2.496  0.222
20 H 3.910 -0.326 2.031  0.229
21 H 5.668 -0.128 0.279  0.225
22 H 4.962 0.229 -2.097  0.233
23 H 2.519 0.410 -2.595  0.248
24 H -3.862 -0.437 2.132  0.255
25 H -5.740 -0.197 0.456  0.225
26 H -5.145 0.267 -1.926  0.231
27 H -2.729 0.494 -2.538  0.245
28 Br -0.080 0.774 -3.281  -0.620

Force components x, y, z for each atom (eV/Å):
Pd -0.03 -0.24 -0.46
O 0.02 0.04 -0.04
C -0.02 -0.07 -0.05
N -0.01 -0.08 0.10
C 0.03 -0.05 -0.08
C -0.08 0.03 -0.06
C 0.05 -0.02 -0.03
C -0.04 0.00 -0.01
C -0.01 0.00 0.02
C 0.05 0.01 -0.04
N -0.03 0.16 0.48
C 0.05 0.02 -0.04
C -0.04 -0.01 -0.03
C 0.03 0.01 -0.03
C -0.01 -0.01 0.03
C -0.03 0.00 -0.03
N 0.07 0.14 0.43
H -0.03 0.01 0.04
H 0.01 0.02 -0.01
H 0.00 0.00 -0.01
H -0.01 0.00 -0.01
H 0.00 0.00 0.00
H 0.01 0.01 -0.01
H 0.00 0.00 0.00
H 0.01 0.00 -0.01
H 0.01 0.00 0.01
H -0.01 0.01 -0.01
Br -0.01 0.01 -0.18

Its orbital gap is 8.22 eV. As for the total energy: -92648.803 eV. As for the spin multiplicity: 1. As for the charge: 0.

=====

Here is 3 unconnected molecules or ions with the total composition C2H4S at a distorted geometry from the Open Molecules 2025 dataset. Energies are from the ωB97M-V functional and the def2-TZVPD basis.

Last column: natural (NBO) charge in e.
Geometry (Å):
1 C -0.154 -0.470 0.776  -0.112
2 C -0.145 0.901 0.194  -0.593
3 S -1.698 -0.059 0.094  0.224
4 H 1.079 -1.724 -1.013  0.011
5 H 0.788 -1.383 -0.202  0.004
6 H -0.343 1.746 0.815  0.237
7 H 0.474 0.989 -0.664  0.228

Force components x, y, z for each atom (eV/Å):
C -1.24 0.70 0.23
C -0.92 -0.86 0.42
S 0.98 -0.44 0.01
H -0.82 1.14 2.45
H 1.14 -1.49 -2.68
H 0.63 0.50 0.37
H 0.23 0.45 -0.81

Its orbital gap is 8.51 eV. As for the total energy: -12969.023 eV. As for the spin multiplicity: 1. As for the charge: 0.

=====

Here is a single C6H12N2O2 molecule at a distorted geometry from the Open Molecules 2025 dataset. Energies are from the ωB97M-V functional and the def2-TZVPD basis.

Last column: natural (NBO) charge in e.
Geometry (Å):
1 O -0.783 0.440 -2.479  -0.740
2 C 0.531 0.719 -2.026  -0.063
3 C 0.496 1.067 -0.549  -0.433
4 C 0.060 -0.071 0.382  0.034
5 C -0.163 0.407 1.844  -0.396
6 C -1.668 0.313 1.532  -0.216
7 N -1.359 -0.457 0.312  -0.629
8 C 0.976 -1.262 0.212  0.548
9 N 0.645 -2.499 0.258  -0.731
10 H -0.756 0.175 -3.401  0.478
11 H 1.190 -0.150 -2.200  0.169
12 H 0.960 1.568 -2.583  0.167
13 H 1.503 1.394 -0.253  0.233
14 H -0.188 1.915 -0.392  0.212
15 H 0.180 -0.318 2.592  0.221
16 H 0.238 1.399 2.082  0.212
17 H -2.293 -0.223 2.260  0.191
18 H -2.122 1.296 1.331  0.176
19 H -1.824 -0.157 -0.540  0.387
20 O 2.254 -1.026 0.493  -0.696
21 H -0.375 -2.555 0.224  0.368
22 H 2.498 -1.973 0.900  0.508

Force components x, y, z for each atom (eV/Å):
O -0.28 0.00 0.09
C 0.53 0.03 -0.12
C -0.16 0.26 0.14
C 0.13 0.14 -1.03
C 0.28 -0.12 0.16
C -0.25 0.15 0.15
N -0.14 0.08 -0.18
C -1.05 -1.93 2.00
N -0.74 0.97 -0.58
H 0.03 -0.02 -0.01
H -0.14 0.16 0.11
H -0.10 -0.16 0.12
H -0.20 -0.06 -0.04
H 0.17 -0.11 -0.07
H -0.09 0.17 -0.21
H -0.08 -0.25 -0.08
H 0.16 0.14 -0.21
H 0.10 -0.21 0.08
H 0.05 -0.06 0.11
O 1.90 -1.92 1.25
H 0.07 -0.09 -0.16
H -0.18 2.83 -1.52

As for the SMILES: [H]/N=C(/O)[C@]1(CCO)CCN1. Its orbital gap is 9.96 eV. As for the total energy: -13490.604 eV. As for the spin multiplicity: 1. As for the charge: 0.

=====

Which of these has the lowest total energy?
C37H30Cl3FeN3OP2S2Si